Entry 1:
{"formula": "C34H24IrN8O5S", "method": "ωB97M-V/def2-TZVPD", "species": ["Ir", "C", "C", "N", "C", "C", "N", "C", "C", "C", "C", "C", "N", "C", "C", "N", "C", "C", "N", "C", "C", "C", "N", "C", "C", "H", "H", "H", "H", "H", "H", "H", "H", "H", "H", "H", "H", "O", "C", "O", "C", "C", "C", "C", "C", "C", "N", "O", "O", "H", "H", "H", "H", "C", "C", "O", "H", "H", "H", "S", "C", "N", "C", "C", "C", "C", "C", "C", "H", "H", "H", "H", "H"], "positions_angstrom": [[0.6307, -0.8607, 0.9203], [4.8469, -0.0601, 0.1851], [3.6727, -0.7528, 0.4673], [2.5177, -0.1039, 0.5485], [2.5057, 1.2385, 0.3410], [3.6947, 1.8895, 0.0591], [4.8548, 1.2468, -0.0171], [1.1862, 1.9070, 0.4507], [0.9166, 3.2509, 0.3133], [-0.3998, 3.7054, 0.4798], [-1.4014, 2.7802, 0.7817], [-1.0717, 1.4476, 0.9078], [0.1874, 1.0536, 0.7406], [-2.0518, 0.2963, 1.1437], [-3.1167, 0.6147, 2.1456], [-3.6070, -0.2369, 2.9747], [-3.0637, -1.4850, 3.0020], [-1.8736, -1.7803, 2.3243], [-1.3030, -0.9183, 1.5146], [-0.7197, 5.1392, 0.3331], [-1.6399, 5.7534, 1.1757], [-1.8996, 7.1047, 0.9987], [-1.3250, 7.8413, 0.0546], [-0.4528, 7.2481, -0.7527], [-0.1088, 5.9078, -0.6517], [5.7913, -0.5853, 0.1204], [3.6560, -1.8225, 0.6220], [3.7190, 2.9584, -0.1110], [1.7045, 3.9592, 0.1014], [-2.4261, 3.1131, 0.8655], [-3.5333, 1.6174, 2.1475], [-3.5349, -2.2209, 3.6372], [-1.3583, -2.7179, 2.4948], [-2.1232, 5.2133, 1.9797], [-2.5993, 7.6166, 1.6484], [-0.0073, 7.8703, -1.5195], [0.5913, 5.4777, -1.3563], [-1.2395, -2.2906, -0.9551], [-0.4107, -1.6783, -1.5980], [0.6257, -1.0587, -1.0283], [-0.3622, -1.6462, -3.0824], [0.4928, -0.7857, -3.7671], [0.4806, -0.7611, -5.1499], [-0.3859, -1.6099, -5.8129], [-1.2397, -2.4778, -5.1595], [-1.2263, -2.4901, -3.7757], [-0.4000, -1.5849, -7.2975], [-1.1461, -2.3585, -7.8523], [0.3191, -0.7753, -7.8389], [1.1570, -0.1322, -3.2208], [1.1200, -0.1029, -5.7189], [-1.8915, -3.1204, -5.7326], [-1.8831, -3.1503, -3.2264], [-3.9070, -0.9658, -0.3275], [-2.7707, 0.0019, -0.3008], [-2.3666, 0.6061, -1.2261], [-4.8323, -0.3889, -0.4021], [-3.9617, -1.6058, 0.5484], [-3.8099, -1.5743, -1.2233], [1.5048, -5.3832, 1.1216], [1.0349, -3.8962, 0.4510], [1.1424, -2.8578, 1.2377], [1.6324, -3.2231, 2.4922], [1.8608, -2.3549, 3.5612], [2.3384, -2.8856, 4.7396], [2.5930, -4.2606, 4.8576], [2.3744, -5.1243, 3.8056], [1.8866, -4.5875, 2.6140], [0.6585, -3.8300, -0.5571], [1.6820, -1.2844, 3.4730], [2.5253, -2.2376, 5.5845], [2.9707, -4.6491, 5.7930], [2.5751, -6.1823, 3.9027]], "forces_ev_per_angstrom": [[0.13, -0.22, 0.25], [0.00, -0.02, 0.00], [0.03, 0.01, -0.02], [0.01, 0.08, -0.11], [-0.04, 0.00, 0.01], [0.01, 0.00, 0.00], [-0.01, 0.00, 0.00], [0.05, -0.01, 0.00], [-0.04, -0.05, 0.01], [0.05, 0.01, -0.02], [0.03, 0.01, -0.03], [-0.45, -0.24, 0.01], [0.11, 0.14, -0.05], [0.17, 0.12, 0.16], [-0.02, -0.02, -0.01], [0.01, -0.01, -0.01], [0.02, 0.01, 0.00], [-0.06, -0.02, 0.01], [-0.03, 0.05, -0.12], [0.00, 0.01, 0.00], [0.01, -0.01, -0.01], [-0.01, 0.00, 0.02], [0.00, 0.00, 0.00], [0.01, 0.01, -0.01], [0.00, -0.01, 0.01], [0.00, 0.00, 0.00], [0.00, 0.00, 0.01], [-0.01, 0.00, 0.00], [0.00, 0.00, 0.00], [-0.01, -0.01, 0.01], [0.01, 0.02, 0.02], [-0.01, -0.01, 0.00], [0.01, 0.00, 0.01], [0.00, 0.00, 0.00], [0.00, 0.00, 0.00], [0.00, 0.00, 0.00], [0.00, 0.00, 0.00], [-0.15, 0.12, 0.01], [0.40, -0.51, 0.00], [-0.16, 0.24, 0.00], [-0.10, 0.14, 0.00], [-0.01, 0.00, 0.00], [0.01, -0.01, -0.01], [0.04, -0.03, 0.00], [0.02, -0.02, 0.00], [-0.02, 0.02, 0.00], [-0.13, 0.12, 0.00], [0.04, -0.05, 0.00], [0.06, -0.04, 0.00], [0.00, 0.01, 0.00], [0.00, 0.00, 0.00], [0.00, 0.00, 0.00], [0.00, 0.00, 0.00], [-0.05, -0.07, 0.06], [-0.36, -0.54, 0.86], [0.49, 0.69, -1.01], [0.00, 0.01, 0.03], [0.00, 0.00, -0.03], [0.00, 0.01, -0.01], [0.01, 0.00, 0.00], [0.00, 0.02, -0.01], [-0.07, 0.01, 0.00], [0.02, 0.01, 0.01], [0.00, -0.01, -0.01], [0.00, 0.00, 0.00], [0.00, 0.00, -0.01], [0.00, 0.01, 0.00], [0.01, 0.00, 0.00], [-0.03, 0.02, -0.02], [-0.01, 0.01, 0.00], [0.00, 0.00, 0.00], [0.00, 0.00, 0.00], [0.00, 0.00, 0.00]], "spin_multiplicity": 2, "relative_energy_kj_mol": 45.4, "lumo_ha": [-0.2738, -0.2989], "s2": 0.78, "total_charge": 2, "total_energy_ev": -71463.2667, "homo_lumo_gap_ha": [0.2504, 0.2254]}



Entry 2:
{"formula": "C17H32As3N2O2Tc", "method": "ωB97M-V/def2-TZVPD", "species": ["Tc", "O", "N", "N", "O", "C", "C", "C", "C", "C", "C", "H", "H", "H", "H", "H", "C", "As", "C", "C", "C", "C", "C", "As", "C", "C", "C", "As", "C", "C", "H", "H", "H", "H", "H", "H", "H", "H", "H", "H", "H", "H", "H", "H", "H", "H", "H", "H", "H", "H", "H", "H", "H", "H", "H", "H", "H"], "positions_angstrom": [[-0.1298, -0.6095, 1.5900], [-1.9464, 0.1976, 1.5830], [-2.9373, -0.5376, 2.0005], [-2.5874, -1.6979, 2.3078], [-1.2812, -2.0198, 2.1897], [-3.4931, -2.6964, 2.8218], [-4.7226, -2.2714, 3.3115], [-5.5901, -3.2401, 3.7838], [-5.2211, -4.5806, 3.7650], [-3.9811, -4.9707, 3.2741], [-3.0926, -4.0244, 2.7914], [-4.9903, -1.2252, 3.3322], [-6.5532, -2.9459, 4.1763], [-5.9056, -5.3281, 4.1422], [-3.7026, -6.0150, 3.2663], [-2.1265, -4.3154, 2.4070], [-0.6680, -2.0465, -1.7091], [-0.2066, -0.3788, -0.8595], [-1.5617, 0.8583, -1.4551], [1.4666, 0.1073, -1.7509], [2.4270, 1.1793, -1.2150], [3.5569, 1.3157, -2.2536], [3.1553, 0.7467, 0.0836], [2.5699, 0.4082, 1.9523], [2.0411, -1.5398, 1.8799], [0.8603, 1.4767, 2.2357], [1.7617, 2.5602, -1.0023], [1.4939, 3.7573, -2.5347], [0.7474, 3.0173, -4.1433], [3.0360, 4.8369, -2.9063], [-0.7278, -1.8919, -2.7865], [-1.6365, -2.3807, -1.3402], [0.0851, -2.8009, -1.4879], [-1.5027, 0.9447, -2.5394], [-1.4588, 1.8326, -0.9807], [-2.5374, 0.4553, -1.1886], [1.1482, 0.3608, -2.7677], [2.0188, -0.8323, -1.8419], [4.1031, 0.3786, -2.3627], [4.2759, 2.0800, -1.9543], [3.1652, 1.5671, -3.2432], [3.9360, 1.4915, 0.2660], [3.7092, -0.1725, -0.1363], [2.9196, -1.9358, 1.3650], [1.2379, -2.0099, 1.2385], [2.0280, -1.9617, 2.8836], [1.2982, 2.4725, 2.1309], [0.5583, 1.3811, 3.2811], [-0.0211, 1.5444, 1.5662], [2.4018, 3.1768, -0.3645], [0.7937, 2.4885, -0.5018], [-0.1416, 2.4350, -3.9179], [1.5026, 2.4060, -4.6414], [0.4773, 3.8512, -4.7911], [3.4081, 5.2758, -1.9830], [2.7448, 5.6241, -3.6004], [3.7953, 4.2013, -3.3660]], "forces_ev_per_angstrom": [[-0.39, 0.27, 0.01], [0.29, -0.10, 0.08], [-0.21, -0.19, 0.02], [0.07, 0.10, -0.07], [0.01, -0.12, -0.06], [0.02, 0.07, -0.02], [-0.01, -0.10, 0.03], [0.03, 0.04, -0.02], [0.01, -0.02, 0.00], [0.01, 0.01, -0.01], [-0.07, -0.01, 0.02], [0.00, 0.01, 0.00], [0.00, 0.00, 0.00], [0.00, 0.00, 0.00], [-0.01, 0.00, 0.00], [0.00, 0.01, 0.00], [0.01, 0.01, -0.03], [0.03, -0.02, 0.04], [-0.01, 0.01, 0.02], [0.03, -0.02, -0.06], [-0.03, -0.01, 0.01], [-0.01, -0.04, -0.05], [0.09, 0.02, -0.01], [-0.07, -0.03, -0.02], [0.06, 0.07, 0.01], [0.26, 0.02, 0.07], [0.01, -0.01, 0.10], [-0.03, 0.08, -0.01], [0.02, -0.03, -0.03], [0.02, -0.01, -0.01], [0.00, -0.01, 0.00], [0.00, 0.01, 0.01], [0.00, 0.01, 0.00], [-0.01, 0.01, -0.01], [0.02, 0.00, -0.01], [0.01, -0.01, 0.01], [-0.01, 0.01, 0.02], [-0.02, -0.01, 0.00], [0.00, 0.00, -0.01], [0.00, 0.01, 0.01], [0.01, -0.01, 0.03], [-0.01, 0.00, 0.01], [-0.01, 0.00, -0.01], [-0.03, -0.06, 0.01], [-0.01, 0.03, -0.01], [-0.02, 0.01, 0.00], [-0.04, 0.02, -0.04], [0.00, 0.06, -0.01], [0.02, -0.05, -0.04], [-0.02, 0.00, 0.00], [0.00, 0.00, -0.03], [0.00, -0.01, 0.01], [-0.03, 0.00, 0.00], [0.01, 0.01, 0.01], [0.00, -0.01, 0.01], [-0.02, -0.01, 0.00], [0.02, 0.01, -0.01]], "spin_multiplicity": 4, "relative_energy_kj_mol": 0.0, "lumo_ha": [-0.3688, -0.4110], "s2": 3.77, "total_charge": 3, "total_energy_ev": -209904.4290, "homo_lumo_gap_ha": [0.2423, 0.2005]}